No. 1
{
  "formula": "C18H17CoN6O5",
  "method": "ωB97M-V with the def2-TZVPD basis set",
  "elements": ["Co", "O", "O", "O", "O", "O", "N", "N", "N", "N", "N", "N", "C", "C", "C", "C", "C", "C", "C", "C", "C", "C", "C", "C", "C", "C", "C", "C", "C", "C", "H", "H", "H", "H", "H", "H", "H", "H", "H", "H", "H", "H", "H", "H", "H", "H", "H"],
  "positions_angstrom": [[-0.89235, -0.22242, 0.67321], [4.68933, -6.82645, 0.96788], [0.60925, -0.19515, 2.00400], [-2.06378, -1.73179, 0.57999], [2.22275, 2.67962, 0.39832], [0.02535, 1.29726, 0.05265], [2.38393, -3.16282, -0.95808], [1.24700, -1.60382, 0.33520], [-2.32324, 1.04504, -0.03113], [3.46859, -1.81989, 0.66971], [4.40189, -6.58584, -0.10010], [-2.06038, 2.23286, -0.33864], [-0.70440, 4.85477, -0.81683], [0.01842, 3.63118, -0.44332], [1.42777, 3.62537, -0.14771], [4.84036, -2.37219, 0.63120], [1.39658, 6.02261, -0.62580], [-4.14969, -0.65306, -0.24774], [-5.97805, -2.17100, -0.82284], [2.96102, -0.87905, 1.68280], [2.40026, -2.23275, -0.00052], [1.48471, -0.86301, 1.41625], [-5.49577, -0.86932, -0.69826], [-3.32553, -1.76232, 0.11122], [0.02466, 6.03491, -0.88564], [2.04531, 4.90887, -0.32921], [-0.65677, 2.43146, -0.24403], [-3.82499, -3.00765, -0.03379], [-5.08895, -3.26034, -0.47049], [-3.71928, 0.64910, -0.38559], [3.10642, -3.81290, -1.13137], [5.21391, -2.33031, -0.38214], [4.89169, -3.44580, 0.91916], [3.09518, -1.25979, 2.68394], [-4.25407, 1.57202, -0.66060], [1.55953, 1.91067, 0.26659], [-6.13432, -0.00708, -0.93180], [-1.77412, 4.72318, -0.92356], [1.48254, -3.40694, -1.24958], [-3.32107, -3.96009, 0.13967], [-5.69649, -4.18406, -0.59516], [3.38638, 0.14143, 1.59701], [-0.40836, 7.03401, -1.07598], [1.86861, 6.99209, -0.61260], [5.51005, -1.81312, 1.29041], [3.09653, 4.92163, -0.06912], [-6.98640, -2.26914, -1.20763]],
  "lowdin_spin": [2.73, 0.38, 0.05, 0.04, 0.00, 0.06, 0.00, 0.02, 0.04, 0.00, 0.62, 0.02, 0.00, 0.00, 0.00, 0.00, 0.00, -0.01, -0.02, 0.00, 0.00, 0.01, 0.02, 0.00, 0.00, 0.00, 0.01, 0.00, 0.01, 0.03, 0.00, 0.00, 0.00, 0.00, 0.00, 0.00, 0.00, 0.00, 0.00, 0.00, 0.00, 0.00, 0.00, 0.00, 0.00, 0.00, 0.00],
  "spin_multiplicity": 5,
  "e_above_lowest_ev": 0.253,
  "largest_force_ev_per_a": 5.60,
  "s_squared": 6.02,
  "energy_ha": -2782.93625,
  "total_charge": 2,
  "homo_lumo_gap_ev": [3.2, 5.4]
}

---

No. 2
{
  "formula": "C3H7N3P2",
  "method": "ωB97M-V with the def2-TZVPD basis set",
  "elements": ["P", "P", "N", "N", "N", "C", "C", "C", "H", "H", "H", "H", "H", "H", "H"],
  "positions_angstrom": [[1.30015, 1.16318, -1.67663], [1.41320, 0.41831, 1.23264], [1.35345, 1.63837, -0.01084], [-2.15763, -1.07577, 1.06746], [-1.14293, -0.40899, 1.53827], [-1.69917, -1.71827, -0.00934], [-0.04385, -0.52493, 0.70119], [-0.39480, -1.35514, -0.32425], [2.33510, -0.37459, 0.57607], [1.75275, 2.55238, -2.16542], [0.61102, 2.26265, 0.27202], [0.27032, -1.69838, -1.12128], [0.02900, 1.31330, -1.90336], [-1.33382, 0.17569, 2.31858], [-2.29278, -2.36783, -0.49510]],
  "lowdin_charge": [0.70, 0.83, -0.66, 0.02, -0.05, -0.16, -0.53, -0.12, -0.08, -0.07, 0.00, 0.09, -0.18, 0.13, 0.06],
  "e_above_lowest_ev": 0.000,
  "largest_force_ev_per_a": 4.37,
  "energy_ha": -965.43261,
  "homo_lumo_gap_ev": 10.0
}

---

No. 3
{
  "formula": "C17H16F3N3O3",
  "method": "ωB97M-V with the def2-TZVPD basis set",
  "elements": ["F", "F", "F", "O", "O", "O", "N", "N", "N", "C", "C", "C", "C", "C", "C", "C", "C", "C", "C", "C", "C", "C", "C", "C", "C", "C", "H", "H", "H", "H", "H", "H", "H", "H", "H", "H", "H", "H", "H", "H", "H", "H"],
  "positions_angstrom": [[2.99954, -3.34194, 0.85098], [2.77521, -2.85198, -1.26384], [1.03418, -3.01748, 0.00550], [-4.94204, -1.19092, -1.04883], [0.65653, 2.96925, -1.16205], [-5.64014, -0.94908, 0.89615], [-1.25891, 2.11933, -1.12229], [0.88329, -0.43315, 0.59827], [1.21153, 0.85036, 0.68529], [-3.13717, 0.31568, -1.29453], [-2.95541, 1.56185, 0.59416], [2.51086, 1.04129, 0.30005], [-5.92834, -1.58658, -0.15681], [-4.10478, 0.99138, 1.40007], [-0.04201, 2.31921, -0.60492], [2.09159, -0.97768, 0.21873], [4.53571, -0.36722, -0.01775], [3.29537, 2.55609, 0.49219], [3.03920, -0.07589, 0.28110], [4.79203, 2.13430, 0.56963], [5.21460, 1.15229, -0.51854], [-4.70216, -0.09389, 0.82609], [2.17474, -2.38856, -0.28775], [-4.16046, -0.32738, -0.72284], [-2.43754, 1.31347, -0.51899], [0.27616, 1.84943, 0.70508], [4.83401, 1.31745, -1.58802], [5.13372, -0.77727, 0.83528], [-0.79752, 1.26679, 1.45046], [-2.50160, 2.42337, 1.29934], [3.04451, 2.93392, -0.61747], [-6.85315, -1.61377, -0.59043], [-1.57233, 2.20987, -1.99317], [4.98318, 1.61447, 1.53181], [-5.64158, -2.62089, 0.35021], [6.27446, 1.02170, -0.46922], [5.26757, 2.96047, 0.38231], [4.66972, -0.90828, -0.84983], [0.58915, 2.46981, 1.58766], [-4.49694, 1.34864, 2.43651], [-2.67867, -0.05960, -2.17417], [2.90989, 2.95605, 1.58033]],
  "lowdin_charge": [-0.18, 0.26, 0.13, 0.11, 0.19, 0.08, 0.21, 0.21, -0.13, 0.04, -0.13, -0.15, -0.20, 0.02, -0.62, -0.14, -0.02, -0.03, -0.22, -0.25, -0.12, -0.16, -0.40, -0.23, -0.24, -0.09, 0.13, 0.13, 0.23, 0.15, 0.14, 0.13, 0.08, 0.13, 0.19, 0.08, 0.04, 0.04, 0.14, 0.14, 0.11, 0.16],
  "e_above_lowest_ev": 8.583,
  "largest_force_ev_per_a": 13.70,
  "energy_ha": -1346.52658,
  "homo_lumo_gap_ev": 8.6
}

---

No. 4
{
  "formula": "H2IO2PS",
  "method": "ωB97M-V with the def2-TZVPD basis set",
  "elements": ["I", "S", "P", "O", "O", "H", "H"],
  "positions_angstrom": [[-2.44427, -0.19681, 1.15108], [-0.88967, 0.96256, 2.44181], [0.21532, -0.73192, -2.16971], [1.72467, -0.59909, -1.63780], [-0.53680, 0.26310, -1.37063], [0.28125, 0.31085, 2.47510], [1.64950, -0.00870, -0.88984]],
  "lowdin_charge": [0.37, -0.05, 0.78, -0.31, -0.58, -0.24, 0.03],
  "e_above_lowest_ev": 1.612,
  "largest_force_ev_per_a": 1.46,
  "energy_ha": -1188.94209,
  "homo_lumo_gap_ev": 8.2
}

---

No. 5
{
  "formula": "C4H8N2O2",
  "method": "ωB97M-V with the def2-TZVPD basis set",
  "elements": ["O", "O", "N", "N", "C", "C", "C", "C", "H", "H", "H", "H", "H", "H", "H", "H"],
  "positions_angstrom": [[-3.40320, -0.17624, -0.80146], [-2.88122, -0.73728, 1.27672], [-0.30851, -0.36288, -0.01807], [-2.71776, -0.16060, 0.20109], [0.99275, 0.28921, 0.00852], [-1.41397, 0.56458, 0.14967], [-1.32748, 1.85159, 0.25906], [-0.29432, -1.44175, -0.93667], [-0.39747, 2.32110, 0.37613], [-2.14051, 2.54225, 0.26917], [1.79605, -0.48663, -0.21582], [0.24226, -1.36138, -1.97364], [-1.35103, -1.85917, -1.00017], [1.29340, 0.65677, 1.01052], [0.33008, -2.29864, -0.36606], [0.84804, 1.13848, -0.71295]],
  "lowdin_charge": [0.10, 0.10, -0.22, -0.35, -0.09, -0.24, 0.09, -0.13, 0.04, 0.08, 0.11, 0.11, 0.09, 0.10, 0.12, 0.10],
  "e_above_lowest_ev": 6.176,
  "largest_force_ev_per_a": 3.88,
  "energy_ha": -417.02897,
  "homo_lumo_gap_ev": 8.9
}

---

No. 6
{
  "formula": "C4H6N2O",
  "method": "ωB97M-V with the def2-TZVPD basis set",
  "elements": ["O", "N", "N", "C", "C", "C", "C", "H", "H", "H", "H", "H", "H"],
  "positions_angstrom": [[0.78529, -1.17047, 0.33759], [0.73036, -1.54736, -2.00431], [-1.73001, 1.76306, -1.00410], [-0.39381, 0.88303, 1.07593], [-1.15118, 1.36697, -0.08416], [0.93038, 0.18900, 0.71211], [0.22304, -1.36359, -0.86118], [1.56008, 0.14322, 1.59852], [-0.17983, 1.74422, 1.71942], [-0.29108, -1.56306, -2.23630], [-1.01903, 0.19253, 1.65167], [-0.91661, -1.37210, -0.82337], [1.45241, 0.73455, -0.08183]],
  "lowdin_charge": [-0.07, 0.17, 0.15, -0.14, -0.23, -0.19, -0.40, 0.13, 0.13, 0.06, 0.13, 0.14, 0.14],
  "e_above_lowest_ev": 2.876,
  "largest_force_ev_per_a": 3.52,
  "energy_ha": -340.68921,
  "homo_lumo_gap_ev": 11.4
}